# 1
Density functional theory data (the ωB97M-V functional and the def2-TZVPD basis) for the molecule C10H9N3O3S in a non-equilibrium geometry.

Last column: Löwdin charge in e.
Atoms and positions in Å:
C -3.221 -1.693 1.498  -0.03
O -3.115 -0.401 0.910  -0.10
C -3.793 -0.208 -0.214  -0.59
O -4.526 -1.008 -0.723  0.12
C -3.574 1.179 -0.796  -0.33
S -2.252 2.120 0.014  1.04
C -0.941 1.082 -0.384  -0.67
N -0.980 -0.004 -1.100  0.07
N 0.272 -0.479 -1.136  0.12
C 1.024 0.328 -0.452  -0.29
C 2.445 0.213 -0.223  -0.15
C 3.136 1.168 0.523  0.00
C 4.499 0.991 0.697  -0.14
N 5.173 -0.030 0.197  0.06
C 4.513 -0.933 -0.509  -0.14
C 3.152 -0.866 -0.754  0.00
O 0.297 1.361 0.062  0.09
H -2.802 -1.608 2.498  0.09
H -4.266 -2.004 1.539  0.10
H -2.656 -2.414 0.905  0.10
H -3.346 1.080 -1.857  0.10
H -4.484 1.768 -0.678  0.10
H 2.621 2.015 0.947  0.11
H 5.082 1.702 1.267  0.11
H 5.109 -1.748 -0.897  0.11
H 2.635 -1.613 -1.334  0.11

**Energy above the lowest of the compared OMol25 structures with the same formula, charge and spin**: 0.00 kcal/mol
**LUMO energy**: -0.1 eV
**Highest occupied orbital energy**: -8.901 eV
**Net charge**: 0
**Kohn-Sham gap**: 8.82 eV

=====

# 2
Density functional theory data (the ωB97M-V functional and the def2-TZVPD basis) for the molecule C30H50.

Last column: Löwdin charge in e.
Atoms and positions in Å:
C -1.553 4.170 0.030  -0.07
C -0.291 3.453 -0.354  -0.37
C 0.146 3.713 -1.765  -0.05
C 0.351 2.672 0.508  -0.10
C 1.640 1.942 0.273  -0.21
C 2.822 2.825 0.686  -0.17
C 4.197 2.238 0.491  -0.29
C 5.315 3.166 0.894  -0.06
C 4.415 1.027 -0.002  -0.07
C 5.747 0.385 -0.237  -0.18
C 5.797 -1.034 0.359  -0.17
C 4.733 -1.917 -0.232  -0.32
C 4.922 -2.291 -1.676  -0.05
C 3.679 -2.284 0.488  -0.09
C 2.482 -3.043 0.011  -0.18
C 1.250 -2.117 0.019  -0.20
C 0.017 -2.816 -0.461  -0.08
C -0.795 -3.577 0.264  -0.31
C -0.594 -3.884 1.718  -0.04
C -2.035 -4.168 -0.347  -0.16
C -3.241 -3.228 -0.141  -0.18
C -3.052 -1.940 -0.879  -0.10
C -2.637 -0.775 -0.394  -0.30
C -2.281 -0.503 1.033  -0.02
C -2.532 0.427 -1.300  -0.15
C -3.913 1.063 -1.548  -0.18
C -4.527 1.579 -0.284  -0.10
C -5.520 1.039 0.412  -0.35
C -6.234 -0.229 0.046  -0.05
C -6.035 1.690 1.664  -0.07
H -2.335 3.980 -0.704  0.07
H -1.902 3.859 1.011  0.07
H -1.379 5.247 0.051  0.08
H -0.594 3.318 -2.462  0.08
H 1.107 3.265 -1.990  0.07
H 0.218 4.787 -1.936  0.08
H -0.052 2.570 1.508  0.11
H 1.649 1.027 0.868  0.11
H 1.741 1.664 -0.777  0.10
H 2.709 3.089 1.743  0.13
H 2.769 3.762 0.121  0.12
H 5.961 2.698 1.635  0.08
H 5.928 3.429 0.032  0.08
H 4.917 4.084 1.320  0.07
H 3.581 0.399 -0.277  0.09
H 6.551 0.980 0.196  0.10
H 5.922 0.322 -1.315  0.11
H 6.785 -1.462 0.165  0.11
H 5.663 -0.965 1.441  0.11
H 4.254 -1.714 -2.315  0.09
H 4.711 -3.346 -1.837  0.08
H 5.945 -2.096 -1.990  0.08
H 3.619 -1.964 1.522  0.12
H 2.631 -3.429 -0.996  0.11
H 2.287 -3.888 0.676  0.11
H 1.107 -1.737 1.034  0.10
H 1.451 -1.262 -0.630  0.11
H -0.205 -2.686 -1.512  0.12
H 0.054 -3.160 2.202  0.07
H -1.549 -3.902 2.240  0.08
H -0.141 -4.871 1.828  0.09
H -1.891 -4.320 -1.418  0.11
H -2.256 -5.134 0.111  0.11
H -4.137 -3.727 -0.520  0.11
H -3.384 -3.051 0.925  0.10
H -3.252 -2.007 -1.943  0.12
H -2.880 0.326 1.408  0.08
H -1.233 -0.212 1.092  0.08
H -2.433 -1.367 1.671  0.07
H -2.113 0.131 -2.265  0.12
H -1.868 1.167 -0.852  0.09
H -4.562 0.328 -2.023  0.10
H -3.789 1.898 -2.244  0.11
H -4.078 2.492 0.087  0.09
H -6.443 -0.807 0.944  0.08
H -5.646 -0.845 -0.626  0.06
H -7.188 0.002 -0.430  0.09
H -5.865 1.042 2.524  0.08
H -5.545 2.643 1.846  0.07
H -7.109 1.859 1.586  0.08

**Energy above the lowest of the compared OMol25 structures with the same formula, charge and spin**: 5.09 kcal/mol
**LUMO energy**: 0.8 eV
**Highest occupied orbital energy**: -8.372 eV
**Net charge**: 0
**Kohn-Sham gap**: 9.14 eV

=====

# 3
Density functional theory data (the ωB97M-V functional and the def2-TZVPD basis) for C4H7N2S as an isolated structure in a non-equilibrium geometry.

Last column: Löwdin charge in e.
Atoms and positions in Å:
C -0.679 -0.050 -0.140  0.17
C 1.115 -0.017 0.445  -0.22
C -0.391 -1.164 2.205  0.00
C 0.820 1.069 -1.920  0.01
N -0.032 -0.501 0.993  -0.08
N 0.464 0.408 -0.708  -0.06
S 3.308 -0.391 1.276  0.34
H -1.709 -0.030 -0.436  0.18
H -0.671 -2.201 2.007  0.11
H 0.470 -1.151 2.871  0.10
H -1.225 -0.653 2.684  0.11
H -0.087 1.442 -2.394  0.11
H 1.325 0.382 -2.603  0.11
H 1.486 1.906 -1.707  0.11

**Energy above the lowest of the compared OMol25 structures with the same formula, charge and spin**: 158.51 kcal/mol
**LUMO energy (spin up / spin down)**: -7.5 / -7.4 eV
**Highest occupied orbital energy (spin up / spin down)**: -13.101 / -13.143 eV
**Net charge**: +1
**Kohn-Sham gap (spin up / spin down)**: 5.63 / 5.71 eV

=====

# 4
Density functional theory data (the ωB97M-V functional and the def2-TZVPD basis) for C8H8Cl2Si as an isolated structure in a non-equilibrium geometry.

Last column: Löwdin charge in e.
Atoms and positions in Å:
C 1.619 -1.743 0.913  -0.09
C 1.746 -0.606 1.691  -0.08
C 0.976 -1.667 -0.313  -0.08
C 1.244 0.606 1.250  -0.05
C 0.462 -0.464 -0.750  -0.08
C 0.598 0.694 0.019  -0.31
C -0.019 1.917 -0.448  -0.29
C 0.489 3.109 -0.621  -1.17
Si -2.356 1.459 -1.076  0.78
Cl -0.425 4.447 -1.209  0.59
Cl 2.175 3.517 -0.332  0.60
H 2.016 -2.686 1.260  0.10
H 2.233 -0.662 2.655  0.10
H 0.862 -2.555 -0.919  0.10
H 1.340 1.488 1.865  0.11
H -0.046 -0.404 -1.703  0.10
H -2.597 0.145 -0.502  -0.10
H -2.323 1.508 -2.529  -0.11
H -3.092 2.542 -0.443  -0.12

**Energy above the lowest of the compared OMol25 structures with the same formula, charge and spin**: 87.14 kcal/mol
**LUMO energy**: 0.0 eV
**Highest occupied orbital energy**: -8.556 eV
**Net charge**: 0
**Kohn-Sham gap**: 8.60 eV